# 1
Here is a 8-piece molecular cluster, C27H57F6N3O10S overall in a non-equilibrium geometry from the Open Molecules 2025 dataset. Energies are from the ωB97M-V functional and the def2-TZVPD basis.

SMILES: CN(C)C(=O)C[C@@](C#N)(CCCC(F)(F)C(F)(F)F)[C@@H](C#N)S(=O)(=O)F.CCO.CCO.CCO.CCO.CCO.CCO.CCO
Energy (eV): -80992.441
HOMO level (eV): -9.924
Frontier orbital gap (eV): 7.62
Molar mass (g mol⁻¹): 729.8
Strongest force on any atom (eV/A): 12.6

Last column: Mulliken charge in e.
CARTESIAN COORDINATES (ANGSTROEM)
C  1.28  5.06  1.05  -0.6270
N  0.78  4.62  -0.31  -0.0694
C  -0.48  5.48  -0.54  -0.7214
C  0.26  3.19  -0.30  0.2269
O  -1.01  2.93  0.10  -0.5214
C  1.15  1.90  -0.83  -0.6523
C  1.98  1.13  0.39  1.7411
C  1.45  1.75  1.83  -0.5970
N  0.97  2.06  3.01  -0.6206
C  1.60  -0.46  0.33  -1.0883
C  1.61  -1.21  1.82  -0.1525
C  1.50  -2.84  1.69  -0.9855
C  2.63  -3.68  2.53  0.6795
F  2.22  -5.13  2.53  -0.3023
F  3.90  -3.63  1.74  -0.2531
C  2.80  -3.20  4.10  0.6848
F  1.56  -2.66  4.72  -0.2369
F  3.89  -2.17  4.25  -0.2230
F  3.27  -4.40  4.87  -0.2695
C  3.55  1.52  0.23  0.1960
C  3.97  2.40  1.59  -0.0018
N  4.44  3.07  2.62  -0.4710
S  4.75  0.10  0.12  1.2002
O  4.82  -0.80  1.40  -0.4568
O  6.19  0.74  0.00  -0.5952
F  4.59  -0.85  -1.35  -0.2594
H  2.42  4.76  1.19  0.1087
H  1.17  6.23  1.16  0.3372
H  0.70  4.50  1.93  0.2761
H  -1.17  5.07  -1.39  0.2840
H  -0.13  6.58  -0.79  0.2730
H  -1.02  5.53  0.52  0.3111
H  1.86  2.32  -1.68  0.3890
H  0.39  1.17  -1.39  0.3432
H  0.46  -0.52  -0.01  -0.2497
H  2.19  -1.08  -0.49  0.4089
H  2.47  -0.82  2.53  0.5784
H  0.59  -0.85  2.33  0.1003
H  1.49  -3.09  0.52  0.4572
H  0.42  -3.17  2.08  0.2239
H  3.79  2.25  -0.68  0.5091
C  -3.58  -1.57  1.65  -0.8532
C  -2.45  -0.58  1.87  -0.2765
O  -1.30  -0.99  1.14  -0.2723
H  -3.28  -2.58  1.96  0.2796
H  -4.47  -1.28  2.20  0.3995
H  -3.83  -1.64  0.58  0.1188
H  -2.19  -0.54  2.93  0.3473
H  -2.74  0.42  1.54  0.2014
H  -1.55  -1.02  0.20  0.1461
C  -5.14  -2.68  -3.49  -0.6689
C  -5.22  -2.77  -1.98  -0.4143
O  -4.04  -2.25  -1.40  -0.4636
H  -4.28  -3.24  -3.86  0.2665
H  -6.05  -3.08  -3.95  0.3618
H  -5.01  -1.64  -3.81  0.0396
H  -5.33  -3.81  -1.66  0.3088
H  -6.08  -2.20  -1.60  0.2796
H  -3.95  -1.32  -1.68  0.2505
C  -3.55  0.33  -6.86  -1.2403
C  -4.64  0.75  -5.90  0.0026
O  -4.36  0.24  -4.60  -0.4827
H  -3.48  -0.76  -6.90  0.3000
H  -3.76  0.71  -7.87  0.3569
H  -2.58  0.70  -6.54  0.3396
H  -5.61  0.35  -6.22  0.2476
H  -4.71  1.84  -5.84  0.1568
H  -3.50  0.61  -4.32  0.2393
C  5.41  5.36  6.39  -1.0449
C  4.04  5.37  5.75  0.0842
O  3.69  6.70  5.38  -0.5324
H  5.44  6.01  7.27  0.2890
H  5.69  4.35  6.69  0.3116
H  6.16  5.74  5.69  0.3193
H  3.29  5.01  6.46  0.2852
H  4.01  4.74  4.86  0.0128
H  4.36  7.01  4.74  0.2988
C  -8.49  2.43  -4.35  -1.0964
C  -7.76  2.19  -5.65  0.0060
O  -7.83  0.81  -6.00  -0.5219
H  -8.05  1.83  -3.55  0.2688
H  -8.44  3.49  -4.06  0.3196
H  -9.54  2.14  -4.43  0.3420
H  -6.70  2.46  -5.56  0.1545
H  -8.20  2.78  -6.46  0.2681
H  -8.78  0.58  -6.09  0.2986
C  6.43  -1.63  -4.20  -0.9296
C  5.06  -1.61  -4.83  -0.2497
O  4.71  -0.29  -5.21  -0.5216
H  6.45  -0.98  -3.32  0.1970
H  6.71  -2.64  -3.90  0.2917
H  7.18  -1.24  -4.90  0.3825
H  4.30  -1.98  -4.13  0.2237
H  5.03  -2.25  -5.72  0.3092
H  5.38  0.02  -5.84  0.3008
C  0.25  -6.33  6.54  -0.8815
C  1.13  -7.55  6.30  -0.2119
O  1.64  -7.52  4.98  -0.5098
H  -0.58  -6.31  5.83  0.2516
H  -0.15  -6.34  7.56  0.3335
H  0.83  -5.41  6.40  0.2071
H  0.55  -8.46  6.43  0.2843
H  1.97  -7.57  7.00  0.2484
H  2.16  -6.70  4.88  0.2665

# 2
Here is C27H57FIN5O3P as an isolated structure in a non-equilibrium geometry from the Open Molecules 2025 dataset. Energies are from the ωB97M-V functional and the def2-TZVPD basis.

Energy (eV): -62611.963
HOMO level (eV): -9.489
Charge: +1
Frontier orbital gap (eV): 4.94
Molar mass (g mol⁻¹): 676.7
Strongest force on any atom (eV/A): 3.7

Last column: Mulliken charge in e.
CARTESIAN COORDINATES (ANGSTROEM)
C  -4.45  1.34  -0.42  -1.2111
C  -3.32  0.24  -0.26  -0.0235
O  -2.99  0.04  1.12  -0.3587
C  -3.11  -1.31  1.53  -0.7007
C  -1.69  -2.05  1.67  0.0154
O  -0.69  -1.05  1.48  -0.2287
C  0.62  -1.54  1.66  -1.1820
C  0.98  -2.79  0.80  0.5030
C  1.60  -4.00  1.37  0.1662
C  1.88  -4.05  2.92  0.3331
C  3.01  -3.05  3.37  -0.9629
F  2.35  -5.35  3.22  -0.4002
N  1.95  -5.09  0.67  -0.4923
N  1.69  -5.07  -0.60  -0.4497
I  2.27  -6.82  -1.62  0.2925
C  1.10  -4.10  -1.36  1.4651
P  0.79  -4.38  -3.21  0.2497
C  -1.09  -4.44  -3.32  -0.7923
O  1.41  -3.10  -4.10  -0.4545
C  0.72  -2.84  -0.65  -0.1764
C  0.09  -1.66  -1.41  -0.3720
C  1.24  -0.83  -2.19  -0.9522
C  1.82  0.35  -1.34  -0.6526
N  2.99  -0.12  -0.56  -0.5476
H  -4.00  2.32  -0.14  0.2492
H  -4.77  1.43  -1.49  0.3458
H  -5.32  1.16  0.25  0.3285
H  -3.69  -0.68  -0.79  0.2986
H  -2.45  0.62  -0.86  0.1611
H  -3.81  -1.93  0.92  0.3641
H  -3.55  -1.28  2.56  0.3304
H  -1.65  -2.54  2.68  0.3661
H  -1.69  -2.86  0.88  0.0861
H  0.86  -1.73  2.75  0.4704
H  1.31  -0.72  1.34  0.1015
H  0.91  -3.94  3.47  0.3081
H  3.82  -3.64  3.86  0.4960
H  2.55  -2.33  4.10  0.3223
H  3.39  -2.47  2.49  0.1475
H  -1.59  -3.84  -2.51  0.1725
H  -1.39  -4.10  -4.34  0.3798
H  -1.47  -5.49  -3.17  0.3056
H  1.07  -3.16  -5.02  0.3111
H  -0.67  -2.04  -2.15  0.4195
H  -0.44  -0.93  -0.77  -0.1823
H  0.78  -0.48  -3.14  0.4411
H  2.08  -1.56  -2.34  0.5225
H  2.23  1.09  -2.08  0.4763
H  1.06  0.91  -0.74  0.2699
H  2.85  -1.10  -0.30  0.1670
H  3.15  0.46  0.27  0.2666
C  -5.06  5.43  -2.16  -1.2593
C  -5.44  5.16  -3.61  -0.4071
N  -6.23  3.94  -3.78  0.2530
C  -6.34  3.52  -5.17  -0.6673
C  -7.09  4.45  -6.13  -0.9944
C  -7.45  3.85  -2.99  -0.7070
C  -8.49  4.96  -3.17  -1.0751
H  -4.54  4.57  -1.72  0.1720
H  -4.38  6.29  -2.12  0.4316
H  -5.93  5.67  -1.55  0.3100
H  -4.51  5.06  -4.18  0.4518
H  -5.96  6.04  -4.01  0.2700
H  -6.80  2.53  -5.21  0.3222
H  -5.33  3.38  -5.56  0.4071
H  -8.17  4.41  -5.97  0.2223
H  -6.91  4.13  -7.16  0.4039
H  -6.76  5.48  -6.06  0.2711
H  -7.17  3.82  -1.93  0.2575
H  -7.92  2.88  -3.18  0.4477
H  -8.05  5.95  -3.17  0.2471
H  -9.21  4.92  -2.34  0.3933
H  -9.07  4.83  -4.09  0.2635
C  8.37  0.81  5.82  -1.4255
C  7.97  0.52  4.38  -0.3498
N  7.18  -0.70  4.23  0.1457
C  7.05  -1.13  2.85  -0.7864
C  6.30  -0.22  1.87  -0.6697
C  5.96  -0.77  5.02  -0.5308
C  4.92  0.34  4.83  -0.8206
H  8.87  -0.05  6.27  0.3350
H  9.05  1.65  5.85  0.4346
H  7.50  1.06  6.44  0.2922
H  8.90  0.40  3.81  0.4431
H  7.46  1.40  3.97  0.2604
H  6.58  -2.13  2.83  0.3618
H  8.06  -1.29  2.45  0.3793
H  5.22  -0.24  2.04  -0.1156
H  6.47  -0.55  0.85  0.4348
H  6.64  0.82  1.93  0.3389
H  6.24  -0.79  6.08  0.3707
H  5.47  -1.73  4.85  0.1386
H  5.37  1.34  4.82  0.3267
H  4.21  0.32  5.66  0.3730
H  4.34  0.21  3.92  0.0569

# 3
Here is C27H57N3O39S9 as an isolated structure in a non-equilibrium geometry from the Open Molecules 2025 dataset. Energies are from the ωB97M-V functional and the def2-TZVPD basis.

Energy (eV): -210677.669
HOMO level (eV): -7.534
Frontier orbital gap (eV): 6.35
Molar mass (g mol⁻¹): 1336.3
Strongest force on any atom (eV/A): 19.6

Last column: Mulliken charge in e.
CARTESIAN COORDINATES (ANGSTROEM)
C  -1.12  4.82  -2.68  -0.3908
C  -0.70  4.05  -1.39  0.1398
O  -0.09  2.82  -1.70  -0.1055
S  0.10  2.62  -3.30  0.8404
O  -0.20  1.20  -3.67  -0.3648
O  1.36  3.30  -3.72  -0.7148
O  -1.14  3.70  -3.59  -0.5233
H  -0.32  5.51  -2.95  0.3379
H  -2.11  5.27  -2.76  0.2687
H  -1.60  3.90  -0.78  0.2180
H  -0.01  4.65  -0.79  0.0857
C  0.30  0.16  0.80  0.2901
C  0.35  0.83  -0.56  0.2690
O  -0.23  -0.15  -1.44  -0.3861
S  0.30  -1.65  -1.01  -0.2209
O  1.67  -1.86  -1.47  -0.5765
O  -0.67  -2.72  -1.37  0.1797
O  0.27  -1.24  0.56  0.6101
H  -0.41  0.54  1.53  0.2850
H  1.24  0.40  1.30  0.6199
H  1.37  1.00  -0.93  1.0980
H  -0.20  1.76  -0.70  -0.2769
C  -4.81  1.09  -0.20  -0.8751
C  -4.35  1.81  1.08  0.0126
O  -3.13  2.37  0.78  -0.2742
S  -2.24  1.27  -0.20  0.0748
O  -1.57  0.32  0.65  1.2390
O  -1.41  1.98  -1.17  -1.4691
O  -3.62  0.58  -0.83  0.4638
H  -5.32  1.81  -0.83  0.4192
H  -5.60  0.35  -0.06  0.4747
H  -4.31  1.23  2.00  -0.3203
H  -5.05  2.58  1.40  0.5607
C  0.40  -2.29  2.77  0.3123
C  0.99  -1.06  3.43  0.7646
O  2.17  -1.49  4.10  -0.8021
S  2.91  -2.80  3.39  1.0530
O  3.54  -3.72  4.33  -0.7085
O  3.66  -2.40  2.18  -0.3055
O  1.41  -3.28  2.91  -0.7760
H  0.46  -2.14  1.69  0.0286
H  -0.55  -2.75  3.03  0.8061
H  0.22  -0.63  4.07  1.1704
H  1.25  -0.38  2.63  -0.2323
C  -2.20  -1.58  1.86  -0.4863
C  -2.43  -1.73  0.32  0.0349
O  -2.70  -3.12  0.13  -0.0899
S  -1.99  -4.01  1.26  0.3719
O  -0.54  -3.96  1.07  -0.0517
O  -2.68  -5.31  1.43  -0.7606
O  -2.52  -2.80  2.31  -0.8971
H  -2.92  -0.84  2.22  -0.6713
H  -1.14  -1.37  2.00  -0.1744
H  -1.50  -1.34  -0.09  0.9698
H  -3.33  -1.25  -0.07  -0.6358
C  -1.60  -0.19  -4.56  -0.1071
C  -1.63  -0.41  -3.04  0.3419
O  -2.93  -0.79  -2.71  0.3316
S  -4.07  -0.34  -3.84  1.2617
O  -4.97  0.72  -3.31  -0.6712
O  -4.67  -1.33  -4.76  -0.6461
O  -2.87  0.40  -4.77  -0.5689
H  -1.53  -1.08  -5.19  0.3240
H  -0.76  0.47  -4.77  0.5434
H  -1.28  0.45  -2.47  -0.0061
H  -0.95  -1.24  -2.84  -0.6192
C  2.11  -4.99  -1.02  -1.1273
C  1.41  -3.82  -0.40  0.2246
O  1.99  -3.63  0.90  0.2619
S  3.41  -4.52  1.08  1.2417
O  3.17  -5.78  1.81  -0.8151
O  4.56  -3.75  1.47  -0.4969
O  3.41  -4.84  -0.57  -0.4531
H  1.98  -4.99  -2.11  0.4798
H  1.67  -5.87  -0.55  0.5004
H  0.33  -3.97  -0.32  0.0044
H  1.63  -2.92  -0.97  -0.2464
C  2.66  3.08  2.20  -0.3633
C  2.30  4.52  1.84  -0.1584
O  1.13  4.39  1.05  -0.5237
S  0.24  3.04  1.47  0.9409
O  -0.17  2.24  0.28  -0.5223
O  -0.76  3.30  2.56  -0.8855
O  1.49  2.28  2.18  -0.5727
H  3.19  3.05  3.15  0.7293
H  3.33  2.69  1.43  0.3905
H  3.06  4.96  1.19  -0.4234
H  2.05  5.24  2.62  0.4199
C  -3.68  -2.85  -2.02  0.2915
C  -2.24  -3.29  -2.18  0.4877
O  -2.21  -4.63  -1.75  -0.6044
S  -3.68  -5.22  -1.35  1.2441
O  -3.68  -6.01  -0.13  -0.4989
O  -4.24  -5.75  -2.59  -0.6980
O  -4.26  -3.77  -1.12  -0.4533
H  -4.11  -3.06  -3.00  0.7148
H  -3.90  -1.79  -1.85  -0.8064
H  -1.59  -2.69  -1.53  -0.6370
H  -1.85  -3.29  -3.19  0.5396
C  3.36  1.03  -0.23  0.8638
C  4.21  -0.16  -0.31  -0.4121
O  5.28  -0.25  0.26  -0.8147
N  3.70  -1.24  -0.92  0.1405
C  4.30  -2.53  -1.00  -1.3289
H  2.51  0.73  -0.84  -1.0136
H  3.92  1.84  -0.69  0.4946
H  3.07  1.18  0.81  -0.6890
H  2.76  -1.10  -1.25  0.3447
H  5.23  -2.74  -0.47  0.4400
H  4.57  -2.74  -2.03  0.2523
H  3.55  -3.24  -0.65  0.7364
C  -3.03  0.57  3.04  -1.6465
C  -1.52  0.46  3.13  1.0053
O  -0.98  -0.65  2.91  -0.6119
N  -0.86  1.54  3.53  -0.0908
C  0.50  1.52  4.05  -1.2502
H  -3.38  -0.46  2.96  0.4746
H  -3.36  1.23  2.24  0.6031
H  -3.25  0.95  4.03  0.8588
H  -1.40  2.38  3.67  0.3292
H  1.02  0.59  3.82  0.5599
H  0.62  1.64  5.13  0.3648
H  1.12  2.31  3.61  0.3174
C  2.09  2.54  -1.16  1.1614
C  3.25  3.37  -0.65  -1.0003
O  4.27  2.84  -0.16  -0.5446
N  3.07  4.71  -0.90  0.0488
C  4.07  5.75  -0.59  -1.0022
H  2.30  2.25  -2.19  0.9680
H  1.12  3.02  -1.05  -0.3218
H  2.10  1.58  -0.64  0.1319
H  2.21  5.03  -1.34  0.1829
H  3.52  6.69  -0.59  0.3892
H  4.92  5.64  -1.27  0.3327
H  4.41  5.63  0.43  0.4483

# 4
Here is a 5-piece molecular cluster, C27H57N6O4S overall from the Open Molecules 2025 dataset. Energies are from the ωB97M-V functional and the def2-TZVPD basis.

Energy (eV): -56881.066
HOMO level (eV): -10.509
Charge: +1
Frontier orbital gap (eV): 7.47
Molar mass (g mol⁻¹): 561.9
Strongest force on any atom (eV/A): 0.6

Last column: Mulliken charge in e.
CARTESIAN COORDINATES (ANGSTROEM)
C  -1.50  -1.82  -0.41  -1.2836
C  -2.91  -1.33  -0.63  1.0144
C  -3.12  0.01  -0.95  -0.5174
C  -4.39  0.50  -1.18  -0.8022
C  -5.49  -0.33  -1.07  -0.7474
C  -5.29  -1.67  -0.76  -0.7256
C  -4.02  -2.16  -0.54  0.7603
C  -3.87  -3.63  -0.23  -1.3398
N  -3.30  -4.36  -1.37  0.2742
C  -3.71  -4.24  -2.69  -0.1592
C  -2.93  -5.07  -3.43  -0.5579
N  -2.04  -5.68  -2.56  -0.0560
S  -0.83  -6.82  -2.97  -0.0903
C  -2.29  -5.23  -1.33  -0.0108
H  -0.87  -1.02  -0.01  0.2904
H  -1.06  -2.13  -1.36  0.2590
H  -1.44  -2.66  0.28  0.2796
H  -2.26  0.66  -1.03  0.6535
H  -4.53  1.55  -1.43  0.4410
H  -6.49  0.05  -1.23  0.4006
H  -6.15  -2.33  -0.67  0.3856
H  -4.84  -4.06  -0.01  0.4641
H  -3.21  -3.80  0.62  0.4451
H  -4.51  -3.59  -3.01  0.4856
H  -2.95  -5.26  -4.49  0.4324
H  0.09  -5.93  -3.37  0.2157
H  -1.76  -5.52  -0.43  0.4695
C  0.88  3.79  2.50  -1.5951
C  -0.21  3.27  1.58  0.7831
C  -0.29  1.75  1.49  -1.0386
O  0.72  1.15  0.68  -0.3300
C  1.96  0.95  1.33  -0.4133
N  -0.05  3.90  0.26  -0.4722
H  1.87  3.70  2.05  0.1633
H  0.72  4.85  2.72  0.3716
H  0.89  3.25  3.45  0.3923
H  -1.17  3.61  1.98  0.3634
H  -1.24  1.48  1.01  0.3381
H  -0.30  1.30  2.49  0.4349
H  1.83  0.65  2.38  0.3919
H  2.59  1.84  1.28  -0.0728
H  2.47  0.14  0.80  0.2556
H  -0.83  3.66  -0.34  0.2210
H  0.76  3.48  -0.19  0.2101
C  6.36  3.39  -2.43  -1.4228
C  6.42  2.64  -1.09  0.2813
C  5.04  2.32  -0.51  -0.6355
O  4.37  3.42  0.08  -0.3823
C  3.64  4.24  -0.81  -0.7314
N  7.27  3.39  -0.17  -0.7175
H  6.10  4.43  -2.29  0.2861
H  7.33  3.36  -2.91  0.3546
H  5.63  2.94  -3.10  0.3411
H  6.90  1.68  -1.28  0.4065
H  5.17  1.60  0.31  0.3533
H  4.39  1.85  -1.26  0.4083
H  3.19  3.66  -1.62  0.3237
H  4.27  5.03  -1.24  0.2413
H  2.85  4.72  -0.23  0.2929
H  7.42  2.85  0.68  0.2796
H  6.77  4.22  0.13  0.3160
C  2.30  -6.82  1.76  -1.4843
C  1.56  -7.47  0.60  0.9559
C  1.38  -8.99  0.73  -0.6680
O  2.54  -9.73  0.47  -0.3934
C  3.44  -9.90  1.55  -0.6330
N  2.22  -7.10  -0.66  -0.6628
H  3.37  -7.03  1.71  0.2974
H  2.18  -5.74  1.73  0.3478
H  1.92  -7.18  2.72  0.3566
H  0.55  -7.05  0.57  -0.0981
H  0.65  -9.31  -0.01  0.2901
H  0.98  -9.24  1.72  0.4219
H  2.89  -10.00  2.50  0.3025
H  4.15  -9.07  1.63  0.2332
H  4.00  -10.82  1.37  0.2620
H  1.67  -7.44  -1.44  0.1780
H  3.09  -7.62  -0.71  0.3193
C  -2.84  7.16  2.28  -1.6270
C  -2.52  6.25  1.09  0.9861
C  -2.72  6.92  -0.27  -0.8295
O  -4.07  7.05  -0.68  -0.4011
C  -4.74  8.19  -0.19  -0.6450
N  -3.30  5.01  1.22  -0.6058
H  -3.91  7.28  2.42  0.3005
H  -2.44  6.72  3.19  0.3929
H  -2.39  8.14  2.15  0.3527
H  -1.46  5.98  1.15  0.0417
H  -2.25  6.28  -1.03  0.2659
H  -2.22  7.89  -0.31  0.4638
H  -4.07  9.05  -0.13  0.3032
H  -5.19  8.02  0.80  0.2289
H  -5.55  8.42  -0.89  0.2659
H  -3.02  4.37  0.49  0.1406
H  -4.27  5.23  1.00  0.3617